# 1
The following is a quantum chemistry calculation of a structure of composition C22H19N8OZn, from the Open Molecules 2025 dataset.

Results
gap between HOMO and LUMO = 7.38 eV
relative energy (zero: lowest compared OMol25 entry of this formula, charge and spin) = 0.0000 eV
spin multiplicity = 1
total charge = +1
E_HOMO = -10.87 eV
E_LUMO = -3.491 eV
molecular weight = 476.84 g mol⁻¹

Element x y z (Å)
Zn 0.45 -1.02 -0.79
C 0.17 -0.95 -4.98
C 0.37 0.40 -5.30
C 0.70 1.28 -4.31
C 0.86 0.82 -2.98
N 0.67 -0.48 -2.68
C 0.31 -1.32 -3.67
N 1.20 1.83 -2.09
C 1.46 1.65 -0.85
N 1.43 0.48 -0.18
C 1.72 0.69 1.15
N 1.71 -0.21 2.09
C 1.51 -1.56 1.84
C 1.73 -2.38 2.99
C 1.50 -3.73 2.94
C 1.10 -4.34 1.75
C 0.88 -3.52 0.68
N 1.06 -2.16 0.70
C 2.00 2.11 1.34
C 2.46 2.82 2.43
C 2.69 4.16 2.24
C 2.40 4.78 1.02
C 1.94 4.06 -0.08
C 1.81 2.71 0.10
H -0.15 -1.65 -5.74
H 0.22 0.76 -6.32
H 0.89 2.33 -4.45
H 0.10 -2.35 -3.36
H 2.00 -1.87 3.89
H 1.63 -4.33 3.83
H 0.88 -5.41 1.70
H 0.50 -3.90 -0.26
H 2.68 2.34 3.37
H 3.10 4.78 3.02
H 2.55 5.85 0.94
H 1.78 4.56 -1.03
C -4.49 -0.22 1.92
N -3.50 -0.29 0.85
C -3.83 -0.07 -0.55
C -2.50 -0.32 -1.24
O -2.26 -0.11 -2.39
N -1.62 -0.84 -0.27
C -2.27 -0.82 0.90
N -1.75 -1.31 2.02
H -5.42 0.23 1.56
H -4.14 0.40 2.74
H -4.74 -1.21 2.31
H -4.19 0.94 -0.76
H -4.60 -0.75 -0.94
H -0.82 -1.73 2.00
H -2.17 -1.13 2.90

***

# 2
The following is a quantum chemistry calculation of an isolated molecule of C3H10N2O3S2, from the Open Molecules 2025 dataset.

Results
gap between HOMO and LUMO = 9.77 eV
SMILES = C=[S@@](=O)(NC)O[S@](C)(=N)=O
relative energy (zero: lowest compared OMol25 entry of this formula, charge and spin) = 2.4943 eV
spin multiplicity = 1
E_HOMO = -9.17 eV
E_LUMO = 0.604 eV
molecular weight = 186.26 g mol⁻¹

Element x y z (Å)
C -1.62 -1.35 1.18
S -1.36 -0.76 -0.32
O -2.11 -1.31 -1.38
N -1.62 0.89 -0.40
C -1.52 1.84 0.78
O 0.25 -0.96 -1.17
S 1.42 0.07 -0.56
C 2.77 -1.00 -1.08
N 1.28 -0.04 0.93
O 1.44 1.36 -1.28
H -1.90 -2.41 1.06
H -0.95 -0.96 1.89
H -1.25 1.28 -1.24
H -0.61 2.32 0.95
H -2.22 2.63 0.78
H -1.75 1.23 1.71
H 3.61 -0.35 -0.90
H 2.70 -1.79 -0.34
H 2.73 -1.40 -2.06
H 0.72 0.71 1.45

***

# 3
The following is a quantum chemistry calculation of the ion C4H7N2 with charge +1, from the Open Molecules 2025 dataset.

Results
gap between HOMO and LUMO = 5.75 eV
SMILES = [H]/N=C(/C)C=[N+]=C
relative energy (zero: lowest compared OMol25 entry of this formula, charge and spin) = 8.4679 eV
spin multiplicity = 1
total charge = +1
E_HOMO = -13.59 eV
E_LUMO = -7.833 eV
molecular weight = 83.11 g mol⁻¹

Element x y z (Å)
H -0.89 1.65 -2.15
N -0.71 1.71 -1.09
C -0.57 0.46 -0.46
C -1.23 0.22 0.87
C 0.15 -0.74 -1.01
N 0.96 -1.38 -0.20
C 1.80 -0.69 0.73
H -0.05 0.57 0.90
H -1.85 0.98 1.08
H -1.58 -0.81 0.97
H -0.35 -1.00 -1.91
H 1.96 0.34 0.78
H 2.35 -1.32 1.49

***

# 4
The following is a quantum chemistry calculation of a cluster of 4 separate species, C34H71ClIN6O10 in total, from the Open Molecules 2025 dataset.

Results
gap between HOMO and LUMO = 6.83 eV
spin multiplicity = 1
total charge = +1
E_HOMO = -10.10 eV
E_LUMO = -3.269 eV
molecular weight = 886.33 g mol⁻¹

Element x y z (Å)
C -0.16 3.60 2.52
C 1.32 3.75 2.63
O 1.88 4.16 3.61
O 2.00 3.42 1.50
C 3.18 2.62 1.68
C 3.17 1.50 0.64
C 2.81 0.09 1.13
C 4.10 -0.66 1.50
C 4.84 -0.02 2.65
O 4.40 0.14 3.74
I 6.82 0.70 2.19
C 1.74 0.07 2.24
C 0.50 -0.81 1.96
C 0.64 -2.29 2.31
C 1.04 -2.61 3.76
C 2.53 -2.86 4.01
Cl 0.40 -1.42 4.93
N 0.00 -0.54 0.58
C -1.13 -1.40 0.15
C 0.97 -0.29 -0.31
N 0.78 0.41 -1.41
C -0.45 1.07 -1.83
C -0.89 2.13 -0.82
O -0.92 3.29 -1.15
N 2.29 -0.68 -0.06
H -0.43 2.57 2.29
H -0.60 3.88 3.47
H -0.56 4.23 1.72
H 4.06 3.25 1.53
H 3.22 2.26 2.70
H 2.52 1.83 -0.17
H 4.17 1.45 0.20
H 3.92 -1.72 1.71
H 4.74 -0.63 0.62
H 1.36 1.08 2.41
H 2.18 -0.23 3.18
H -0.27 -0.41 2.61
H 1.36 -2.80 1.66
H -0.31 -2.79 2.14
H 0.53 -3.54 4.01
H 3.07 -1.94 4.21
H 2.67 -3.56 4.83
H 2.95 -3.33 3.12
H -0.82 -2.32 -0.33
H -1.68 -1.66 1.05
H -1.83 -0.86 -0.49
H 1.60 0.50 -1.99
H -0.22 1.62 -2.74
H -1.24 0.36 -2.06
H -1.13 1.83 0.20
H 2.29 -1.67 0.17
C 1.93 6.35 -0.67
O 2.42 5.78 -1.87
C 1.42 5.17 -2.68
C 1.22 5.94 -3.97
N 0.60 7.22 -3.72
C 0.55 8.11 -4.87
C 1.87 8.62 -5.44
O 2.58 9.48 -4.58
C 3.44 8.85 -3.65
H 2.80 6.66 -0.08
H 1.30 7.22 -0.86
H 1.36 5.62 -0.09
H 0.48 5.08 -2.13
H 1.77 4.16 -2.92
H 0.58 5.35 -4.63
H 2.21 6.03 -4.45
H 1.09 7.69 -2.97
H -0.04 8.99 -4.58
H -0.01 7.61 -5.67
H 1.63 9.21 -6.33
H 2.52 7.80 -5.78
H 3.86 7.92 -4.05
H 2.94 8.64 -2.70
H 4.26 9.54 -3.45
C -5.47 -4.75 6.03
O -6.16 -4.30 4.88
C -6.95 -3.14 5.09
C -6.38 -1.97 4.31
N -5.11 -1.54 4.87
C -4.39 -0.57 4.06
C -3.91 -1.01 2.68
O -2.90 -2.02 2.71
C -3.38 -3.36 2.78
H -5.01 -5.71 5.78
H -4.68 -4.05 6.34
H -6.15 -4.90 6.87
H -7.02 -2.90 6.15
H -7.96 -3.35 4.72
H -7.09 -1.13 4.35
H -6.30 -2.29 3.26
H -4.52 -2.36 5.00
H -3.51 -0.26 4.63
H -5.01 0.31 3.94
H -3.45 -0.14 2.21
H -4.73 -1.33 2.03
H -4.34 -3.47 2.27
H -3.47 -3.70 3.81
H -2.64 -3.99 2.28
C -0.44 -7.76 -4.70
O 0.67 -7.19 -4.04
C 1.54 -6.45 -4.90
C 1.51 -4.98 -4.55
N 0.22 -4.39 -4.89
C 0.02 -3.05 -4.39
C -0.03 -2.85 -2.88
O -1.15 -3.43 -2.25
C -1.00 -4.80 -1.89
H -0.95 -8.39 -3.97
H -1.15 -7.00 -5.06
H -0.13 -8.38 -5.54
H 1.29 -6.61 -5.95
H 2.56 -6.83 -4.74
H 2.30 -4.46 -5.10
H 1.74 -4.90 -3.47
H -0.52 -4.99 -4.54
H -0.93 -2.68 -4.81
H 0.81 -2.40 -4.80
H -0.13 -1.77 -2.71
H 0.89 -3.17 -2.39
H 0.04 -5.04 -1.64
H -1.33 -5.47 -2.69
H -1.63 -4.98 -1.02